w.
Here is C5H7NO3 in the gas phase from the Open Molecules 2025 dataset. Energies are from ωB97M-V with the def2-TZVPD basis set.

XYZ file:
```
16
Properties=species:S:1:pos:R:3
C 2.502 -0.203 -0.385
C 1.251 0.313 -0.893
C 0.128 0.628 0.207
C -0.599 -0.694 0.474
C -2.819 0.343 0.211
H 3.308 -0.681 -1.209
H 3.102 0.563 0.207
H 2.410 -1.110 0.146
H -0.748 1.491 -0.258
H 0.804 1.156 1.141
H -2.182 -1.541 0.759
H -3.916 -0.021 0.546
N -1.950 -0.639 0.467
O 1.178 0.581 -2.027
O 0.015 -1.678 0.707
O -2.485 1.493 -0.093
```

Computed properties:
charge = 0
orbital gap = 9.7357 eV
HOMO level = -9.54 eV

x.
Here is C5H7NO3 in the gas phase from the Open Molecules 2025 dataset. Energies are from ωB97M-V with the def2-TZVPD basis set.

XYZ file:
```
16
Properties=species:S:1:pos:R:3
C 1.592 1.011 -0.203
C -1.097 0.921 -0.139
C -2.131 -0.135 0.135
C -1.437 -1.377 0.321
C 0.022 -1.096 -0.227
H 2.316 -0.805 0.260
H 1.962 1.323 -1.429
H 1.408 2.153 0.232
H -2.467 -0.015 1.164
H -2.922 -0.297 -0.717
H -1.742 -2.099 -0.340
H -1.185 -2.042 1.273
N 0.240 0.222 -0.182
O 2.588 0.293 0.588
O -1.141 2.148 -0.020
O 0.960 -1.905 -0.381
```

Computed properties:
charge = 0
orbital gap = 10.7200 eV
HOMO level = -10.21 eV

y.
Here is C5H7NO3 in the gas phase from the Open Molecules 2025 dataset. Energies are from ωB97M-V with the def2-TZVPD basis set.

XYZ file:
```
16
Properties=species:S:1:pos:R:3
O -0.418 -1.409 -3.281
C -0.477 -1.419 -2.075
C -1.283 -0.421 -1.308
O -1.444 -0.668 0.078
C -0.649 0.445 -0.295
C 0.818 0.418 0.045
C 1.173 1.186 1.307
N 0.699 0.717 2.474
H 0.068 -2.175 -1.469
H -2.164 -0.039 -1.833
H -1.145 1.409 -0.138
H 1.176 -0.613 0.178
H 1.393 0.862 -0.778
O 2.226 1.837 1.368
H -0.284 0.853 2.672
H 1.481 0.726 3.200
```

Computed properties:
charge = 0
orbital gap = 10.4162 eV
HOMO level = -10.03 eV

What should be chosen as the least stable of them? Choose x.

w.
Here is C2H5N3OS2 in the gas phase from the Open Molecules 2025 dataset. Energies are from ωB97M-V with the def2-TZVPD basis set.

XYZ file:
```
13
Properties=species:S:1:pos:R:3
C -0.923 0.422 0.006
C 0.922 -1.107 -0.005
H -3.864 -1.344 0.025
H -1.203 1.474 0.008
H 2.576 1.074 0.003
H 0.131 -1.813 0.017
H 3.949 -1.320 -0.021
N -1.750 -0.547 -0.001
N 0.449 0.207 0.000
N 2.098 -1.631 0.006
O 3.166 -0.714 -0.003
S -3.413 -0.093 -0.004
S 1.382 1.689 0.001
```

Computed properties:
charge = 0
orbital gap = 8.6416 eV
HOMO level = -8.04 eV

x.
Here is 2 unconnected molecules or ions with the total composition C2H5N3OS2 from the Open Molecules 2025 dataset. Energies are from ωB97M-V with the def2-TZVPD basis set.

XYZ file:
```
13
Properties=species:S:1:pos:R:3
C 0.187 0.304 0.351
C -0.377 -1.020 0.589
H 1.351 1.988 0.694
H -1.040 1.781 1.151
H 0.220 -1.938 0.964
H -3.222 -1.644 -1.331
H 3.594 -0.651 -0.657
N -0.552 1.409 0.211
N -1.531 -1.501 -0.015
N 1.384 0.407 -0.124
O 0.240 2.323 -0.751
S -2.602 -0.383 -0.563
S 2.347 -1.074 -0.520
```

Computed properties:
charge = 0
orbital gap = 7.0057 eV
HOMO level = -8.49 eV

y.
Here is C2H5N3OS2 in the gas phase from the Open Molecules 2025 dataset. Energies are from ωB97M-V with the def2-TZVPD basis set.

XYZ file:
```
13
Properties=species:S:1:pos:R:3
C -1.206 -0.015 1.240
C 0.754 0.133 -0.788
H -1.193 1.546 2.565
H -2.650 0.609 2.554
H -2.892 -0.841 0.749
H 0.556 -1.173 -2.356
H -0.912 -1.857 -0.283
N -1.650 0.687 2.321
N -1.890 -0.825 0.518
N 0.387 -1.014 -1.361
O 0.018 -2.152 -0.697
S 0.524 0.275 0.978
S 1.459 1.368 -1.648
```

Computed properties:
charge = 0
orbital gap = 8.7571 eV
HOMO level = -8.34 eV

What should be chosen as the least stable of them? Choose x.

w.
Here is 2 unconnected molecules or ions with the total composition C2H4N2OS from the Open Molecules 2025 dataset. Energies are from ωB97M-V with the def2-TZVPD basis set.

XYZ file:
```
10
Properties=species:S:1:pos:R:3
C 2.051 -0.167 0.827
C 0.368 -0.414 -0.399
N 1.439 -1.033 0.078
N 0.309 0.818 -0.030
O 1.332 1.009 0.835
S -3.224 0.580 -0.472
H 2.810 -0.504 1.554
H -0.349 -0.922 -0.902
H -2.641 -0.668 -0.661
H -2.097 1.300 -0.830
```

Computed properties:
charge = 0
multiplicity = 3
orbital gap (alpha / beta) = 7.2679 / 6.2197 eV
HOMO level (alpha / beta) = -6.50 / -9.84 eV

x.
Here is C2H4N2OS in the gas phase from the Open Molecules 2025 dataset. Energies are from ωB97M-V with the def2-TZVPD basis set.

XYZ file:
```
10
Properties=species:S:1:pos:R:3
C -0.453 -0.638 -1.336
C -0.526 0.241 0.851
N 1.543 -0.529 -2.318
N 1.007 -0.269 -1.296
O -1.139 -0.441 -0.225
S -1.189 -1.376 -2.608
H -0.368 1.348 0.600
H 0.337 -0.265 1.146
H -1.091 0.093 1.763
H 0.802 -0.859 -2.985
```

Computed properties:
charge = 0
multiplicity = 3
orbital gap (alpha / beta) = 8.4760 / 6.8052 eV
HOMO level (alpha / beta) = -7.66 / -9.50 eV

What should be chosen as the least stable of them? Choose w.

w.
Here is C6H6O2 in the gas phase from the Open Molecules 2025 dataset. Energies are from ωB97M-V with the def2-TZVPD basis set.

XYZ file:
```
14
Properties=species:S:1:pos:R:3
C 1.265 -0.606 -0.357
C 0.402 1.557 0.807
C -0.874 0.605 -1.165
C 0.144 0.385 -0.039
C -1.278 -0.144 -0.054
C -2.152 -0.866 0.616
O 1.621 1.779 1.143
O -0.997 1.066 -2.254
H 2.314 1.155 0.825
H 0.870 -1.433 -0.938
H 2.052 -0.135 -0.946
H 1.686 -1.014 0.562
H -3.146 -1.036 0.232
H -1.906 -1.313 1.566
```

Computed properties:
charge = 0
orbital gap = 7.8086 eV
HOMO level = -8.37 eV

x.
Here is C6H6O2 in the gas phase from the Open Molecules 2025 dataset. Energies are from ωB97M-V with the def2-TZVPD basis set.

XYZ file:
```
14
Properties=species:S:1:pos:R:3
C 1.249 0.539 0.265
C 0.269 1.643 -0.105
C -1.114 1.374 -0.191
C -1.334 0.032 0.302
C -0.386 -0.982 -0.364
C 0.905 -0.852 0.342
H 2.019 1.068 1.048
H 0.499 2.799 -0.163
H -2.168 2.078 -0.117
H -1.093 0.009 1.453
H -0.041 -0.518 -1.437
H 0.716 -1.936 1.076
O 2.048 -0.557 -0.354
O -1.730 -1.196 -0.065
```

Computed properties:
charge = 0
orbital gap = 9.1711 eV
HOMO level = -9.07 eV

What should be chosen as the least stable of them? Choose x.

w.
Here is 2 unconnected molecules or ions with the total composition C2H5O2 from the Open Molecules 2025 dataset. Energies are from ωB97M-V with the def2-TZVPD basis set.

XYZ file:
```
9
Properties=species:S:1:pos:R:3
O 1.267 -1.442 1.219
H 1.041 -0.729 0.538
O 0.462 -0.016 -0.903
C -0.338 0.929 -0.669
C -1.500 0.839 0.085
H 0.012 2.014 -0.852
H -2.193 -0.066 -0.059
H -2.122 1.806 0.381
H 0.459 -1.972 0.967
```

Computed properties:
charge = -1
orbital gap = 7.5196 eV
HOMO level = -2.68 eV

x.
Here is 2 unconnected molecules or ions with the total composition C2H5O2 from the Open Molecules 2025 dataset. Energies are from ωB97M-V with the def2-TZVPD basis set.

XYZ file:
```
9
Properties=species:S:1:pos:R:3
O -2.079 -0.760 0.307
H -2.323 -0.094 -0.352
O -0.111 0.963 0.193
C 1.034 0.592 -0.243
C 1.567 -0.666 -0.244
H 1.699 1.366 -0.685
H 1.024 -1.472 0.240
H 2.564 -0.884 -0.610
H -1.175 -0.438 0.462
```

Computed properties:
charge = -1
orbital gap = 7.3944 eV
HOMO level = -2.55 eV

What should be chosen as the least stable of them? Choose w.

w.
Here is C3H5FN2 in the gas phase from the Open Molecules 2025 dataset. Energies are from ωB97M-V with the def2-TZVPD basis set.

XYZ file:
```
11
Properties=species:S:1:pos:R:3
C -0.244 -0.105 -0.052
C 1.153 0.359 -0.053
C 2.221 -0.438 -0.047
H -2.597 -0.659 0.228
H -3.092 0.942 0.258
H -0.388 -1.214 -0.028
H 2.109 -1.543 -0.027
H 3.232 -0.010 -0.051
N -2.468 0.255 -0.128
N -1.213 0.736 -0.063
F 1.287 1.677 -0.036
```

Computed properties:
charge = 0
orbital gap = 9.5583 eV
HOMO level = -8.63 eV

x.
Here is C3H5FN2 in the gas phase from the Open Molecules 2025 dataset. Energies are from ωB97M-V with the def2-TZVPD basis set.

XYZ file:
```
11
Properties=species:S:1:pos:R:3
C -0.542 1.052 -0.390
C 0.929 0.862 0.009
C 1.709 -0.277 -0.005
H -2.478 -1.435 0.164
H -0.898 -1.331 0.883
H -0.853 2.030 -0.656
H 1.296 1.766 0.445
H 2.689 -0.283 0.428
N -1.506 -1.170 0.072
N -1.466 0.171 -0.378
F 1.121 -1.384 -0.572
```

Computed properties:
charge = 0
orbital gap = 9.5603 eV
HOMO level = -8.69 eV

y.
Here is C3H5FN2 in the gas phase from the Open Molecules 2025 dataset. Energies are from ωB97M-V with the def2-TZVPD basis set.

XYZ file:
```
11
Properties=species:S:1:pos:R:3
C -0.917 -0.326 -1.225
C 0.420 0.347 -0.647
C 0.473 0.340 0.833
N -1.716 -0.808 -0.465
N -0.660 -0.147 1.524
F -0.391 -1.248 2.202
H -0.714 -0.512 -2.273
H 1.237 -0.045 -1.100
H 0.385 1.301 -1.051
H 1.360 -0.329 1.067
H 0.525 1.427 1.137
```

Computed properties:
charge = 0
orbital gap (alpha / beta) = 9.2098 / 9.2436 eV
HOMO level (alpha / beta) = -9.04 / -9.46 eV

What should be chosen as the least stable of them? Choose y.